*w*
{"formula": "C3H5IN2S", "method": "the ωB97M-V functional and the def2-TZVPD basis", "total_charge": 0, "homo_ev": -8.34, "orbital_gap_ev": 8.18, "symbols": ["C", "C", "C", "N", "N", "S", "I", "H", "H", "H", "H", "H"], "coordinates": [[0.0302, -0.4639, 0.4743], [-0.3081, 0.6421, -1.8322], [0.3306, -1.5739, 1.4207], [-0.2583, 0.7174, 0.8045], [-0.7024, 1.5671, -0.1560], [0.3616, -0.8551, -1.2201], [0.2487, 3.3554, -0.0124], [-1.3182, 0.6817, -2.3094], [0.2940, 1.4163, -2.3085], [1.1130, -2.1088, 1.0085], [-0.6408, -2.0427, 1.7217], [0.8497, -1.3356, 2.4089]]}

---

*x*
{"formula": "C3H5IN2S", "method": "the ωB97M-V functional and the def2-TZVPD basis", "total_charge": 0, "homo_ev": -8.80, "smiles": "S/C=N\\I.CC#N", "orbital_gap_ev": 9.17, "symbols": ["S", "C", "N", "I", "H", "H", "C", "C", "N", "H", "H", "H"], "coordinates": [[0.0533, 1.8950, 1.6893], [-0.8615, 0.4195, 1.6904], [-2.0108, 0.1120, 1.2527], [-3.4228, 1.3196, 0.6187], [1.1165, 1.0763, 1.5924], [-0.2218, -0.3185, 2.1028], [0.7871, -0.8046, -1.9370], [1.2368, -0.8726, -0.6149], [1.3557, -0.8181, 0.5111], [0.9318, -1.5697, -2.7009], [1.3810, 0.1178, -2.2639], [-0.3453, -0.5566, -1.9408]]}

---

*x* (1.110 eV below the next structure)

---

*w*
{"formula": "C3H7N3O3", "method": "the ωB97M-V functional and the def2-TZVPD basis", "total_charge": 0, "homo_ev": [-7.97, -7.83], "orbital_gap_ev": [6.85, 6.67], "symbols": ["C", "N", "C", "C", "N", "N", "O", "O", "O", "H", "H", "H", "H", "H", "H", "H"], "coordinates": [[-2.2051, 0.4828, 0.1895], [-1.4207, -0.6693, -0.0697], [-0.5725, -1.3303, 0.5585], [1.2670, -0.3534, 0.3613], [0.3798, 1.5478, -1.3015], [2.2300, -1.2743, 0.1698], [0.6645, 0.2527, -1.2689], [-0.3050, -2.3454, 1.1333], [1.2721, 0.5575, 1.1490], [0.1022, 1.8597, -0.3642], [0.8436, 2.2996, -1.8091], [2.0495, -2.0919, -0.3869], [2.9584, -1.3630, 0.8638], [-2.6091, 0.4760, 1.2061], [-3.0264, 0.5340, -0.5254], [-1.6281, 1.4174, 0.0943]]}

---

*x*
{"formula": "C3H7N3O3", "method": "the ωB97M-V functional and the def2-TZVPD basis", "total_charge": 0, "homo_ev": -8.65, "orbital_gap_ev": 6.15, "symbols": ["C", "C", "C", "H", "H", "H", "H", "H", "H", "H", "N", "N", "N", "O", "O", "O"], "coordinates": [[-1.9154, -1.0963, 0.5470], [-0.2511, -0.2644, -0.3073], [3.0526, -0.5351, 0.0984], [-1.7625, -0.2152, 1.2047], [-1.9888, -2.1559, 0.9994], [-3.0130, -0.8799, 0.3593], [1.7477, 1.5792, -1.2663], [2.9018, -1.7467, 0.5005], [-1.8419, 1.6954, -1.0541], [-1.0783, 2.7585, 0.0062], [2.0918, -0.1923, -0.6315], [-0.2970, 0.9160, 0.1741], [-1.4107, 1.6468, 0.0072], [-1.2538, -1.0057, -0.6269], [1.0229, -0.9316, -0.3863], [3.9958, 0.4272, 0.3756]]}

---

*w* (6.100 eV below the next structure)

---

*w*
{"formula": "C6H8N2S", "method": "the ωB97M-V functional and the def2-TZVPD basis", "total_charge": 0, "homo_ev": -8.49, "smiles": "CC(=S)c1n[nH]cc1C", "orbital_gap_ev": 8.38, "symbols": ["C", "C", "S", "C", "N", "N", "C", "C", "C", "H", "H", "H", "H", "H", "H", "H", "H"], "coordinates": [[-3.4555, -0.1909, -1.4140], [-2.4488, 0.0001, -0.3804], [-2.5436, 1.2988, 0.5830], [-1.2365, -1.0863, -0.3031], [-0.9483, -1.7340, -1.4498], [0.1324, -2.4095, -1.1804], [0.6363, -2.1187, 0.0278], [-0.2980, -1.3008, 0.7154], [-0.1974, -0.8255, 2.1301], [-3.6320, -1.2443, -1.6524], [-3.3128, 0.1301, -2.4443], [-4.4730, 0.1817, -1.0482], [0.8061, -2.8789, -1.9030], [1.4888, -2.7021, 0.3346], [0.8850, -0.8231, 2.3211], [-0.6443, 0.1722, 2.1964], [-0.6948, -1.5518, 2.8765]]}

---

*x*
{"formula": "C6H8N2S", "method": "the ωB97M-V functional and the def2-TZVPD basis", "total_charge": 0, "homo_ev": -8.76, "smiles": "[H]/N=C1/SCCN1CC#C", "orbital_gap_ev": 9.36, "symbols": ["H", "N", "C", "S", "C", "C", "N", "C", "C", "C", "H", "H", "H", "H", "H", "H", "H"], "coordinates": [[-2.1168, -0.6910, -0.7857], [-1.9846, 0.3861, -0.6698], [-0.8344, 0.6438, -0.4209], [-0.3328, 2.5357, -0.0424], [1.3421, 1.9084, 0.6615], [1.5595, 0.6245, -0.2569], [0.2439, -0.1253, -0.1227], [-0.0352, -1.5613, -0.6123], [-1.0397, -2.0281, 0.3922], [-2.1554, -1.9160, 1.2859], [1.4573, 1.6935, 1.7595], [2.0222, 2.6450, 0.2787], [2.5558, 0.1578, 0.0128], [1.8180, 1.0417, -1.3108], [0.9844, -2.1011, -0.8735], [-0.5220, -1.3803, -1.5891], [-2.9624, -1.8332, 2.2935]]}

---

*w* (5.222 eV below the next structure)

---

*w*
{"formula": "C3H6F2OS", "method": "the ωB97M-V functional and the def2-TZVPD basis", "total_charge": 0, "homo_ev": -9.17, "orbital_gap_ev": 9.79, "symbols": ["C", "C", "C", "O", "F", "F", "S", "H", "H", "H", "H", "H", "H"], "coordinates": [[-0.6797, 0.2227, -0.8921], [0.6241, 0.7801, -1.1769], [-0.5154, -0.5217, 1.1505], [-1.7953, -0.8074, 1.6019], [0.0739, 0.5038, 1.8573], [0.2860, -1.5844, 1.2994], [2.0334, -0.3353, -1.1831], [-0.9045, -0.7867, -1.2033], [-1.4511, 0.9853, -1.1343], [0.9243, 1.3789, -0.3533], [0.4932, 1.3240, -2.1583], [-1.8631, -1.3442, 2.4223], [2.7742, 0.1848, -0.2303]]}

---

*x*
{"formula": "C3H6F2OS", "method": "the ωB97M-V functional and the def2-TZVPD basis", "total_charge": 0, "homo_ev": -9.80, "smiles": "FC(F)S.CC=O", "orbital_gap_ev": 10.54, "symbols": ["F", "C", "F", "S", "H", "H", "C", "C", "O", "H", "H", "H", "H"], "coordinates": [[3.5822, -0.4760, -0.6677], [2.3132, -0.1162, -0.3588], [2.0837, 1.1923, -0.6538], [2.0173, -0.3861, 1.3689], [1.5821, -0.8102, -1.0218], [3.0519, 0.3023, 1.8701], [-2.2246, 0.7269, 0.1309], [-1.8841, -0.6734, -0.3710], [-0.8015, -1.1121, -0.6438], [-1.5711, 1.3411, -0.5005], [-1.9471, 0.5947, 1.2390], [-3.3374, 0.7918, 0.0163], [-2.8646, -1.3750, -0.4078]]}

---

*y*
{"formula": "C3H6F2OS", "method": "the ωB97M-V functional and the def2-TZVPD basis", "total_charge": 0, "homo_ev": -8.59, "smiles": "C=[S@@](C)(=O)C(F)F", "orbital_gap_ev": 9.29, "symbols": ["C", "S", "C", "O", "C", "F", "F", "H", "H", "H", "H", "H", "H"], "coordinates": [[0.4163, -1.0832, -1.5862], [0.2430, -0.6801, 0.0412], [-1.5310, -0.0444, 0.1989], [0.5163, -1.6609, 1.0216], [0.9752, 1.0360, 0.8116], [2.1167, 0.9324, 1.5102], [-0.0005, 1.5484, 1.6018], [1.1729, -1.8435, -1.8533], [0.4318, -0.2260, -2.2456], [-2.0377, 0.0261, 1.1565], [-1.3797, 0.8538, -0.2821], [-2.1145, -0.6777, -0.3348], [1.1911, 1.8189, -0.0398]]}

---

*x* (1.138 eV below the next structure)